Record 1
Density functional theory data (ωB97M-V with the def2-TZVPD basis set) for 14 unconnected molecules or ions with the total composition C76H152F24N6O20 at a distorted geometry.

Its total charge is -2. The value obtained for the gap between HOMO and LUMO is 2.6 eV. The value obtained for the total energy is -7216.25762 a.u.

Element x y z (Å)
H 2.41 1.73 -2.96
H -3.33 1.25 6.82
H -2.65 -0.68 9.12
C 4.35 0.24 3.12
C 3.62 5.29 2.07
H -1.89 -1.58 3.06
H -0.79 -7.51 -0.55
C 4.91 -1.57 -2.27
H 3.68 0.76 -1.30
H 2.17 7.34 0.75
H -4.15 -0.48 3.85
C -1.75 2.43 7.62
H -1.14 6.71 -0.39
H 0.78 6.53 -1.86
F -2.30 -7.90 3.58
O 1.70 3.13 -5.86
H -5.35 -3.40 3.73
H -2.09 1.96 -4.79
C 1.44 -10.92 -2.89
C -1.88 -4.47 0.61
H -0.15 3.56 -5.02
H -5.72 2.21 1.58
H -1.67 -6.26 1.70
H 1.68 -2.96 -2.36
H -1.53 -3.76 1.35
H -4.95 5.30 0.51
O -5.68 2.39 5.90
C -4.05 -6.44 3.07
C 1.84 3.51 2.60
C 1.38 5.72 3.45
H 9.63 -3.28 3.85
O 0.57 -2.88 -4.01
H 2.80 -1.55 2.02
O -4.85 -7.33 2.32
C 6.77 -1.78 2.41
N -0.35 -0.52 -5.67
H -0.35 3.54 2.55
C 0.39 4.82 4.06
H -5.26 1.63 -1.35
H -0.65 1.44 -6.70
O 3.29 -0.56 -3.76
F -4.24 -1.81 -4.52
H 4.26 3.39 1.35
H -0.56 7.49 -7.02
H -4.06 2.37 4.51
H 5.91 6.00 0.49
H 8.29 -1.05 3.59
H 1.81 -8.58 -0.40
C -3.05 -2.76 6.76
H -2.15 6.86 -7.30
C -4.82 4.42 4.56
H -0.83 1.76 0.31
H 6.40 4.29 0.22
H 2.67 3.29 3.27
C 3.78 -2.03 2.07
F 1.76 4.45 -3.20
H -1.44 5.72 -5.52
H 1.07 -10.73 -0.73
H -5.66 6.20 -1.43
C 0.11 0.11 -4.38
F -2.09 -5.81 4.14
C 1.09 4.99 -4.18
C 3.51 -1.41 4.57
F -5.85 -2.61 -3.37
C -4.23 0.18 -0.23
C -4.65 5.79 -1.40
H -2.86 -6.37 0.43
H 0.31 5.50 1.36
C 5.70 4.96 0.73
C 1.07 -0.28 -0.33
C -2.76 -2.12 3.43
C -2.38 1.25 -5.56
H 8.07 3.61 -2.93
N 4.36 -1.35 3.27
H 0.52 -6.36 -1.18
C 7.83 1.69 -0.87
H 1.84 -0.52 -6.39
O -4.89 2.59 -2.92
H 5.40 1.22 4.69
H -2.16 -2.83 6.14
H -3.37 3.87 -3.13
H -4.12 6.87 0.16
O -3.08 -1.51 7.43
H 1.03 6.71 3.19
C 1.10 -8.41 -1.21
H -4.15 -3.95 5.31
H 1.67 -4.48 -3.29
C -4.36 -3.11 5.98
N 2.09 5.04 2.24
F -3.28 -7.25 5.25
H 3.74 -2.32 5.12
F 2.75 -10.84 -2.49
H 3.47 0.56 2.57
H 3.91 -4.53 0.16
F -4.58 6.10 -4.23
C 0.44 3.54 3.30
H -3.21 0.55 -5.41
O -4.70 4.44 -1.77
F 9.74 0.22 -0.93
H 0.41 4.58 5.13
F 8.98 0.62 1.05
H -1.08 -4.78 -0.07
H 1.60 -8.03 -2.10
C 5.82 -1.80 3.64
H -4.69 -1.65 -1.30
H -8.48 -5.25 -5.72
O -0.68 -11.45 -1.48
H -6.40 -0.59 2.99
C -3.66 -1.32 4.34
H -2.30 -1.57 -5.17
O 2.40 0.20 -0.12
C -4.61 2.99 5.23
C -0.91 -2.73 -4.13
H 5.79 -1.54 -2.91
C -4.95 4.82 -4.21
F 1.85 5.99 -4.48
H 2.68 -5.21 1.04
F -0.05 5.48 -3.69
C 8.56 -3.15 3.76
H -1.28 -2.34 -6.30
H 1.44 8.05 -1.34
H -4.32 -5.03 -4.17
H 1.34 4.53 0.21
C 9.17 1.18 -0.17
H -6.33 -1.36 6.52
H 1.90 2.73 1.84
H 0.99 -1.96 -6.41
H 2.74 6.18 -0.42
H -1.62 -2.14 8.74
H -2.08 1.87 5.65
C 4.41 0.85 4.44
H 0.81 -0.53 -3.86
H 1.11 -0.97 -1.17
H 5.26 0.41 2.54
H 9.05 2.65 -5.24
H 2.56 -3.66 0.13
C -5.90 -2.50 4.01
C 3.93 -0.27 5.43
H 3.20 -3.72 3.12
C -4.73 -2.97 -3.97
H 3.96 2.23 -3.88
H -3.30 -2.41 2.52
H 9.55 2.84 -2.76
H 3.69 4.44 0.08
O -3.54 -5.42 2.14
H -2.55 -3.99 -0.10
H -0.97 8.27 -0.96
F -6.28 4.91 -4.17
H -6.16 -0.30 5.14
H 0.72 2.52 0.11
H 0.75 -1.64 -8.85
C -5.40 2.42 0.56
H 8.05 -2.98 4.71
H -4.03 -0.26 -2.31
H 0.50 -6.94 0.43
H 3.81 6.36 2.05
C 4.15 -0.37 -2.87
N -4.86 -2.00 5.07
H -1.07 3.24 7.33
H -2.37 -3.06 3.83
F -6.11 4.91 4.79
N 4.16 0.99 -2.16
H 4.19 5.14 2.99
H -6.13 -6.36 -3.96
H -1.31 -3.70 -4.42
H 4.88 -0.51 5.91
N -5.37 1.24 -0.43
H -0.75 0.15 -3.71
C 0.89 7.18 -0.99
C 0.50 -10.69 -1.66
F 0.57 -2.13 1.26
H -6.79 -2.81 4.56
H 0.01 3.04 -2.43
C 4.29 4.41 0.98
C -4.14 5.80 -0.03
H 5.11 1.19 -1.87
H -4.95 -0.31 6.45
C 0.27 -7.24 -0.59
O -3.93 -4.30 -6.00
H 6.54 -2.57 1.70
H -3.12 5.42 -0.05
H -0.63 5.17 3.90
C 0.16 -0.90 0.83
H 2.22 6.01 4.09
H 1.57 -0.19 -8.63
H 8.96 -1.75 2.08
C -0.66 2.83 -1.60
H -1.12 1.58 7.87
F -3.98 -3.15 -2.83
H 4.52 -2.56 -2.49
H 0.22 -3.97 -2.33
C 1.06 -3.64 -2.94
H 4.26 -1.68 1.15
H -4.43 2.92 0.52
H -4.59 -5.73 3.70
C -1.25 -1.78 -5.37
H 4.01 1.87 4.49
O -5.99 -4.71 -5.32
O 6.63 0.99 -0.66
H -6.98 -1.89 2.15
H -7.67 -6.78 -5.73
C -4.45 3.92 -3.04
H -0.37 7.96 0.66
F 1.15 -12.08 -3.43
C -0.07 2.00 -0.44
H 2.48 -1.27 4.23
H -1.88 4.68 -6.86
H 0.60 1.07 -4.52
F 0.02 -0.07 1.91
C -1.27 0.60 -6.37
H -2.79 -3.62 7.38
F -4.78 4.28 3.19
H -6.25 0.75 -0.40
C 1.30 5.36 0.92
C 8.53 2.63 -3.07
F -1.10 -1.09 0.33
H -8.56 -6.53 -4.41
H -0.13 -0.17 -8.51
H -6.89 -5.08 -3.40
C -1.09 6.63 -7.41
H -2.82 2.00 -6.22
H 4.79 -3.87 2.40
H 0.37 2.69 3.97
H -1.60 2.38 -1.93
H 7.50 1.93 -4.90
H -5.28 -1.49 2.11
H -0.65 6.36 -8.36
H 6.62 -0.85 1.85
C -5.60 -0.93 5.84
C 0.74 -0.76 -8.22
H 7.62 2.69 -0.49
H -0.99 3.81 -1.26
F -3.95 5.35 4.97
C -6.73 -5.55 -4.37
C -2.95 -6.88 4.04
O 0.09 -9.36 -1.45
C -2.60 -1.69 8.71
H 6.27 4.93 1.66
C 8.51 2.06 -4.50
C -7.94 -5.95 -5.08
H 3.07 -0.11 6.08
C 0.85 -0.90 -6.62
H -1.42 -2.43 -3.22
C -2.47 -5.71 1.20
F 1.32 -10.06 -3.89
O 7.95 1.65 -2.28
H 5.36 -1.37 -1.29
F 10.00 2.15 -0.05
C -6.13 -1.62 2.77
O -3.57 0.18 0.77
C -2.71 2.09 6.51
H 3.43 2.96 -2.23
C 3.42 2.13 -2.94
H -1.74 0.14 -7.24
H 8.26 -4.05 3.22
H -6.11 3.11 0.10
O -3.59 3.17 6.22
C -4.00 -0.80 -1.37
H -4.01 6.43 -2.00
H -3.33 -2.28 9.26
H -3.05 -1.29 -1.17
O 0.17 4.82 -6.54
H -5.21 -3.39 6.61
C 3.12 -4.24 0.86
C -0.44 7.54 -0.34
C 8.26 -1.89 2.90
H -2.96 -0.71 4.92
H 6.22 -1.14 4.40
C 1.85 6.55 0.07
C -4.74 -4.27 -4.83
O 0.42 0.78 -1.02
H 9.01 1.09 -4.57
H 5.69 -2.83 3.98
C -1.10 5.34 -6.49
F -4.60 4.27 -5.40
C 0.71 4.11 -5.41
H -2.35 2.70 8.49
C 3.76 -3.57 2.20

Record 2
Density functional theory data (ωB97M-V with the def2-TZVPD basis set) for 3 unconnected molecules or ions with the total composition C5H12O2 at a distorted geometry.

Its spin multiplicity is 2. Its total charge is +1. The value obtained for the gap between HOMO and LUMO (alpha / beta) is 7.3 / 5.4 eV. The value obtained for the total energy is -347.70000 a.u. The energy relative to the best compared isomer or geometry (same formula, charge and spin) comes out at 3.641 eV. The expectation value of S² is 0.80.

Element x y z (Å)
H 0.71 -2.11 0.49
H 1.02 1.04 0.32
O 0.59 -3.02 0.08
H 1.26 4.82 -0.81
H -0.18 -6.20 0.93
H -1.30 0.55 -1.98
C 0.37 4.25 -0.54
C -1.13 0.30 -0.92
C -0.98 1.46 -0.05
H 1.32 -6.47 1.01
H -0.26 -0.30 -0.76
H -2.05 -0.05 -0.73
O 0.62 -6.37 0.37
C 0.60 3.27 0.37
H 1.13 3.66 1.24
H 0.41 -3.29 1.06
H -0.66 4.59 -0.90
H -1.78 2.07 0.39
C 0.30 1.79 0.43

> What is the formula in the first record?

C76H152F24N6O20

> What is the total charge in the second record?

+1

> Which value of total charge does entry 1 give?

-2